[1]
The molecule C5H8O at a distorted geometry, computed with wB97M-V/def2-TZVPD.

The geometry in XYZ format:
```
14
Properties=species:S:1:pos:R:3:forces:R:3
O 2.77254 0.72770 0.29665 -3.0 2.6 0.6
C -2.28230 0.79066 -0.33675 -2.7 0.5 0.8
C 0.70324 -0.62429 0.62412 -1.0 0.9 0.3
C -1.98115 -0.41926 0.08453 2.1 2.0 -0.5
C -0.59053 -1.17685 0.12665 -2.0 -0.2 1.7
C 1.42787 0.47581 -0.15716 0.1 -0.8 0.1
H -1.00409 -2.04996 0.65380 1.4 -0.3 0.0
H -0.55542 -1.39008 -0.88693 0.5 -0.9 -2.1
H -1.63157 1.65216 -0.55747 0.0 -0.7 0.0
H 0.88331 -0.80629 1.69034 0.4 0.4 -0.5
H 0.94292 1.47055 -0.09752 0.0 -0.5 0.2
H -3.41130 1.07315 -0.29491 2.0 -0.4 -0.2
H 3.38355 0.08993 0.09050 1.8 -2.7 -1.0
H 1.34294 0.18677 -1.23585 0.5 0.2 0.6
```
Forces are in eV/Å.

The value obtained for the HOMO energy (alpha / beta) is -9.060 / -8.326 eV. As for the energy above the lowest of the compared OMol25 structures with the same formula, charge and spin: 135.6 kcal/mol. Its net charge is 0. For the frontier orbital gap (alpha / beta), the calculation gives 9.01 / 7.91 eV. The calculation puts the LUMO energy (alpha / beta) at -0.0019 / -0.0153 Ha. The calculation puts the electronic energy at -270.34178 Ha.

Results of the Mulliken charge analysis, in e, for atoms 1 through 5: O -0.5245; C -0.5267; C -0.2132; C -0.0531; C -0.5755

=====

[2]
The molecule C5H8O at a distorted geometry, computed with wB97M-V/def2-TZVPD.

The geometry in XYZ format:
```
14
Properties=species:S:1:pos:R:3:forces:R:3
O -1.33085 -0.34439 -1.97073 -0.3 0.0 -0.1
C 0.80282 0.79754 0.83644 0.3 0.1 -0.2
C -0.36766 0.06712 -1.03198 0.4 0.3 -0.2
C -0.60047 0.59412 0.34545 0.0 0.1 -0.2
C -0.24130 0.27379 1.78459 -0.1 -0.1 0.0
C -0.31854 -1.27446 -1.59705 0.2 -0.3 0.0
H 1.42865 -0.03492 0.51647 0.0 0.1 -0.1
H -1.19968 1.50563 0.32071 0.3 0.0 -0.1
H 1.22957 1.73128 0.46595 0.0 0.3 1.6
H -0.74908 0.92029 2.49784 0.2 -0.1 -0.2
H 0.38236 0.78244 -1.45209 -0.7 -0.7 -0.3
H -0.69264 -2.15442 -1.08266 0.1 0.1 0.2
H -0.08377 -0.73381 2.16746 0.0 0.2 -0.3
H 0.46729 -1.45211 -2.33067 -0.3 -0.1 -0.1
```
Forces are in eV/Å.

The value obtained for the HOMO energy is -9.796 eV. As for the energy above the lowest of the compared OMol25 structures with the same formula, charge and spin: 83.7 kcal/mol. Its net charge is 0. For the frontier orbital gap, the calculation gives 10.88 eV. The calculation puts the LUMO energy at 0.0400 Ha. Its SMILES is C1CC1[C@H]1CO1. The calculation puts the electronic energy at -270.42458 Ha.

Results of the Mulliken charge analysis, in e, for atoms 1 through 5: O -0.4716; C -0.5599; C -0.0680; C -0.0246; C -0.6070

=====

[3]
The molecule C5H8O, computed with wB97M-V/def2-TZVPD.

The geometry in XYZ format:
```
14
Properties=species:S:1:pos:R:3:forces:R:3
O 0.02721 1.23982 1.36974 0.3 -0.1 -0.1
C 1.49280 -0.01488 -0.04268 -0.1 -0.1 0.2
C -1.08220 -0.44908 -0.15638 0.2 0.1 0.0
C 1.27975 0.95688 1.11973 -0.6 -0.2 -0.4
C -1.05546 0.95971 0.42247 -0.1 -0.1 -0.2
C 0.33878 -0.92112 -0.57386 0.0 0.1 0.2
H 0.39076 -1.02457 -1.66473 0.1 0.2 0.2
H -1.54555 -1.15300 0.54751 0.2 0.2 0.0
H 2.04452 0.49399 -0.85404 -0.3 0.1 0.4
H -1.97759 1.18118 0.96574 0.2 0.0 -0.1
H -1.75816 -0.41403 -1.02271 0.2 0.0 0.2
H 2.26763 -0.62907 0.43128 0.0 -0.1 -0.3
H 0.50170 -1.92706 -0.17416 -0.1 0.2 -0.1
H -0.92419 1.70124 -0.36792 -0.1 -0.1 0.0
```
Forces are in eV/Å.

The value obtained for the HOMO energy is -7.976 eV. As for the energy above the lowest of the compared OMol25 structures with the same formula, charge and spin: 72.8 kcal/mol. Its net charge is 0. For the frontier orbital gap, the calculation gives 8.87 eV. The calculation puts the LUMO energy at 0.0328 Ha. The calculation puts the electronic energy at -270.44182 Ha.

Results of the Mulliken charge analysis, in e, for atoms 1 through 5: O -0.1078; C -0.3850; C -0.4819; C -0.4820; C -0.5070

=====

[4]
A cluster of 2 separate species, C5H8O in total at a distorted geometry, computed with wB97M-V/def2-TZVPD.

The geometry in XYZ format:
```
14
Properties=species:S:1:pos:R:3:forces:R:3
O 1.56787 -1.51586 -0.08416 1.2 2.0 1.0
C -0.90238 -0.15501 -0.21949 1.4 1.9 -1.1
C -2.08051 0.42606 -0.44567 4.0 -2.5 1.8
C -2.04295 -0.80897 0.45027 -0.4 -0.3 -2.9
C 1.59064 0.98808 0.14051 0.7 1.4 2.1
C 1.27007 -0.27194 -0.54183 -5.8 0.1 -2.3
H 1.13971 -0.14397 -1.67041 0.6 -0.8 1.7
H 1.86806 -1.27440 0.82437 -0.2 -1.1 -0.5
H -2.64400 1.17966 -0.83362 -1.4 1.7 -1.0
H -2.36059 -1.65490 -0.10635 -0.7 -1.3 0.2
H -2.30916 -0.81562 1.44221 -0.2 0.3 2.5
H 2.73439 1.12104 0.05043 -1.6 0.4 0.5
H 0.99621 1.87121 -0.23052 1.0 -1.1 -0.5
H 1.17263 1.05460 1.22425 1.4 -0.7 -1.4
```
Forces are in eV/Å.

The value obtained for the HOMO energy is -8.203 eV. As for the energy above the lowest of the compared OMol25 structures with the same formula, charge and spin: 141.4 kcal/mol. Its net charge is 0. For the frontier orbital gap, the calculation gives 8.95 eV. The calculation puts the LUMO energy at 0.0274 Ha. The calculation puts the electronic energy at -270.33260 Ha.

Results of the Mulliken charge analysis, in e, for atoms 1 through 5: O -0.4360; C 0.0455; C -0.5087; C -0.6689; C -1.0581

=====

[5]
A cluster of 2 separate species, C5H8O in total at a distorted geometry, computed with wB97M-V/def2-TZVPD.

The geometry in XYZ format:
```
14
Properties=species:S:1:pos:R:3:forces:R:3
O 1.54288 -0.02030 2.57872 -1.3 0.1 -0.1
C -0.37898 0.66183 -0.34623 0.0 -0.4 -0.2
C 0.17536 -0.53814 -0.18597 0.0 0.5 -0.3
C 0.41172 0.06292 2.48082 1.5 0.1 0.6
C 0.15326 1.67758 -1.30688 0.1 0.1 0.0
C -0.49509 -1.70868 0.44331 -0.4 -0.4 -0.7
H 0.29067 2.65259 -0.83145 0.0 0.0 -0.1
H 1.11277 1.33477 -1.70705 -0.1 0.2 0.0
H -1.22787 -1.47859 1.21861 0.1 0.1 -0.2
H -0.53034 1.81618 -2.15874 0.1 0.0 0.3
H -1.32171 0.88358 0.15907 0.2 0.0 -0.1
H 0.19286 -2.47184 0.81521 0.0 0.1 -0.1
H 1.10058 -0.77431 -0.71285 0.0 0.2 0.0
H -1.02610 -2.09758 -0.44657 0.0 -0.6 0.7
```
Forces are in eV/Å.

The value obtained for the HOMO energy is -9.084 eV. As for the energy above the lowest of the compared OMol25 structures with the same formula, charge and spin: 29.4 kcal/mol. Its net charge is 0. For the frontier orbital gap, the calculation gives 10.30 eV. The calculation puts the LUMO energy at 0.0446 Ha. The calculation puts the electronic energy at -270.51111 Ha.

Results of the Mulliken charge analysis, in e, for atoms 1 through 5: O -0.1883; C 0.2583; C -0.3345; C 0.1581; C -1.1474

=====

[6]
A structure of composition C5H8O, computed with wB97M-V/def2-TZVPD.

The geometry in XYZ format:
```
14
Properties=species:S:1:pos:R:3:forces:R:3
O 1.42172 1.01293 -1.02371 0.0 -0.1 0.1
C -0.58348 -1.37241 0.60032 0.2 -0.1 0.0
C -0.95148 0.57947 0.12223 0.0 0.3 -0.3
C 1.66317 0.25778 -0.02699 0.3 -0.1 0.0
C 0.11221 -0.19142 0.84717 -0.3 -0.2 0.2
C -0.89014 0.75405 -1.21824 -0.1 -0.1 0.1
H -0.93472 -2.03515 1.39325 0.0 0.1 -0.1
H -1.66081 1.12443 0.73897 0.1 -0.1 -0.1
H 0.20463 0.04794 1.90713 0.0 0.0 -0.2
H -0.74046 -1.73060 -0.41133 0.0 0.1 0.1
H 2.13843 0.71603 0.86305 -0.1 0.0 -0.1
H -1.52264 1.49369 -1.70093 0.1 -0.1 0.1
H 2.07480 -0.75275 -0.22181 -0.1 0.1 0.0
H -0.33122 0.09601 -1.86912 -0.1 0.0 0.1
```
Forces are in eV/Å.

The value obtained for the HOMO energy (alpha / beta) is -8.624 / -8.623 eV. As for the energy above the lowest of the compared OMol25 structures with the same formula, charge and spin: 119.9 kcal/mol. Its net charge is 0. For the frontier orbital gap (alpha / beta), the calculation gives 8.01 / 8.00 eV. The calculation puts the LUMO energy (alpha / beta) at -0.0227 / -0.0228 Ha. The calculation puts the electronic energy at -270.36674 Ha.

Results of the Mulliken charge analysis, in e, for atoms 1 through 5: O -0.5931; C -0.6029; C -0.1100; C -0.2480; C 0.0129

=====

[7]
The molecule C5H8O, computed with wB97M-V/def2-TZVPD.

The geometry in XYZ format:
```
14
Properties=species:S:1:pos:R:3:forces:R:3
O 2.09261 -1.91825 -0.06592 0.5 -0.5 0.3
C 0.36981 0.27378 0.48500 0.0 0.5 0.0
C 1.42905 0.26421 -0.29596 0.0 -0.8 0.4
C 2.23562 -0.68680 -0.68418 0.1 -0.1 -0.1
C -0.98716 -0.10820 -0.00936 0.0 0.0 0.0
C -1.85783 1.13968 -0.00065 -0.2 0.1 0.0
H -1.87066 1.56253 1.01112 -0.2 0.0 -0.2
H -0.90694 -0.54428 -1.01207 0.0 0.1 0.2
H -1.39356 -0.88078 0.65430 0.0 0.1 0.0
H 3.00919 -0.72671 -1.43182 0.0 0.3 -0.1
H 1.69983 -1.76780 0.81033 0.1 -0.1 -0.6
H -2.88170 0.92850 -0.32080 0.1 0.1 0.0
H 0.46405 0.58231 1.52551 -0.2 0.3 0.0
H -1.40231 1.88180 -0.66549 -0.3 0.0 0.1
```
Forces are in eV/Å.

The value obtained for the HOMO energy is -8.735 eV. As for the energy above the lowest of the compared OMol25 structures with the same formula, charge and spin: 65.4 kcal/mol. Its net charge is 0. For the frontier orbital gap, the calculation gives 9.49 eV. The calculation puts the LUMO energy at 0.0279 Ha. Its SMILES is CCC=C=CO. The calculation puts the electronic energy at -270.45371 Ha.

Results of the Mulliken charge analysis, in e, for atoms 1 through 5: O -0.5064; C -0.4488; C -0.1364; C -0.2704; C -0.1199

=====

[8]
The molecule C5H8O, computed with wB97M-V/def2-TZVPD.

The geometry in XYZ format:
```
14
Properties=species:S:1:pos:R:3:forces:R:3
O 0.43521 1.37208 1.98777 0.4 0.3 -0.4
C 0.13160 1.32914 0.82107 -0.2 -0.1 -0.2
C -0.55574 -0.09841 -1.29079 0.0 0.1 0.0
C 0.15965 0.05119 0.03425 0.2 0.0 0.0
C -1.37591 -0.14568 -0.05323 -0.3 -0.2 0.1
C 1.36061 -0.86406 0.32740 -0.1 0.0 0.1
H -0.63475 0.72679 -2.00178 -0.2 -0.2 0.3
H -1.88859 -1.01548 0.34141 0.3 -0.2 -0.3
H -1.94722 0.77048 0.11333 0.1 -0.3 0.3
H 1.16647 -1.93545 0.47881 -0.3 0.4 0.0
H -0.39264 2.17590 0.31648 0.3 0.0 0.1
H 1.92228 -0.48623 1.19114 -0.4 -0.2 0.0
H 2.05283 -0.79363 -0.52735 -0.3 0.0 0.2
H -0.43380 -1.08664 -1.73851 0.4 0.4 0.0
```
Forces are in eV/Å.

The value obtained for the HOMO energy is -9.598 eV. As for the energy above the lowest of the compared OMol25 structures with the same formula, charge and spin: 41.1 kcal/mol. Its net charge is 0. For the frontier orbital gap, the calculation gives 10.54 eV. The calculation puts the LUMO energy at 0.0346 Ha. Its SMILES is CC1(C=O)CC1. The calculation puts the electronic energy at -270.49241 Ha.

Results of the Mulliken charge analysis, in e, for atoms 1 through 5: O -0.5191; C -0.3608; C -0.5024; C 1.0896; C -0.7927